(1)
Below is a cluster of 2 separate species, C4HO2 in total at a distorted geometry, with properties calculated with ωB97M-V with the def2-TZVPD basis set.

```
7
Properties=species:S:1:pos:R:3
C 1.134 1.861 -0.724
C 1.723 0.686 -0.030
C 3.000 -0.091 0.192
C 0.426 0.725 -0.432
O 3.516 -0.110 1.334
O 3.409 -0.582 -0.863
H -1.114 0.243 -0.817
```

Results
- ΔE to the lowest compared entry with this formula, charge and spin: 54.8 kcal/mol
- Net charge: -1
- E_HOMO: -4.98 eV
- Kohn-Sham gap: 8.48 eV
- LUMO: 3.50 eV

Here are the Löwdin charges for atoms 1 to 2, given in e: number 1, C, carries -0.020; number 2, C, carries -0.113

=====

(2)
Below is a structure of composition C26H56CrO21S3 at a distorted geometry, with properties calculated with ωB97M-V with the def2-TZVPD basis set.

```
107
Properties=species:S:1:pos:R:3
Cr 0.927 0.938 -2.665
O 3.060 -2.054 -1.180
C 2.855 -1.503 -2.312
O 3.794 -1.438 -3.146
O 1.728 -1.081 -2.670
H 4.020 -2.042 -1.203
O -0.642 0.409 1.046
C -0.118 0.495 -0.161
O -0.852 0.489 -1.152
O 1.080 0.668 -0.399
H -1.556 0.529 0.779
C -4.062 4.575 1.777
C -2.592 4.922 1.556
C -1.935 3.534 1.604
O -2.912 2.605 1.132
C -4.254 3.050 1.553
H -4.664 5.181 1.100
H -4.465 4.803 2.763
H -2.169 5.644 2.254
H -2.539 5.311 0.539
H -1.534 3.241 2.574
H -1.097 3.429 0.914
H -4.447 2.561 2.508
H -4.953 2.759 0.769
C -3.185 -1.578 1.483
C -4.392 -2.450 1.694
C -4.386 -2.670 3.223
O -3.030 -2.882 3.493
C -2.236 -1.968 2.699
H -3.439 -0.518 1.491
H -2.738 -1.753 0.504
H -4.330 -3.416 1.193
H -5.354 -2.101 1.317
H -5.030 -3.419 3.683
H -4.624 -1.770 3.791
H -1.429 -2.591 2.312
H -1.784 -1.159 3.273
C 1.851 5.058 1.422
C 3.024 5.926 1.291
C 3.861 4.981 0.514
O 2.888 4.483 -0.447
C 1.530 4.538 0.045
H 1.036 5.659 1.824
H 1.904 4.235 2.135
H 3.447 6.363 2.196
H 2.830 6.748 0.602
H 4.220 4.160 1.133
H 4.767 5.457 0.139
H 1.031 3.570 0.051
H 0.976 5.210 -0.610
O 1.170 -0.816 5.512
S 2.216 -0.043 4.881
O 3.312 0.492 5.632
O 2.813 -0.919 3.591
C 1.876 -1.465 2.666
C 2.623 -2.570 1.996
C 1.220 1.308 4.014
H 1.446 -0.740 1.976
H 1.030 -2.008 3.089
H 2.997 -3.194 2.808
H 3.520 -2.165 1.528
H 2.025 -3.200 1.337
H 0.637 1.790 4.798
H 0.504 0.822 3.350
H 1.876 1.966 3.444
O -0.786 0.769 -3.980
S -1.935 -0.064 -4.392
O -2.501 0.082 -5.746
O -1.622 -1.700 -4.112
C -2.573 -2.673 -4.440
C -3.460 -3.065 -3.234
C -3.374 0.271 -3.199
H -2.047 -3.603 -4.657
H -3.217 -2.427 -5.284
H -3.139 -2.594 -2.305
H -3.484 -4.138 -3.042
H -4.476 -2.676 -3.306
H -4.228 -0.242 -3.640
H -3.583 1.339 -3.145
H -3.001 0.009 -2.208
O -2.544 -6.835 -2.719
S -1.233 -6.161 -2.658
O -0.646 -5.639 -3.881
O -1.300 -4.907 -1.529
C -0.108 -4.369 -1.084
C -0.272 -2.986 -0.459
C -0.006 -7.317 -1.906
H 0.650 -4.277 -1.861
H 0.338 -5.081 -0.390
H -0.794 -2.322 -1.149
H 0.670 -2.501 -0.205
H -0.888 -3.046 0.438
H 1.019 -6.950 -1.855
H -0.049 -8.139 -2.621
H -0.454 -7.624 -0.961
C 4.347 1.198 0.070
O 4.843 1.769 -1.149
C 4.090 2.043 -2.190
O 2.883 1.876 -2.200
O 4.838 2.615 -3.187
C 6.186 2.922 -3.084
H 3.570 0.473 -0.171
H 3.977 2.029 0.671
H 5.124 0.792 0.718
H 6.661 1.980 -2.810
H 6.456 3.527 -2.219
H 6.718 3.243 -3.979
```

Results
- 2S+1: 5
- E_HOMO (alpha / beta): -8.28 / -8.33 eV
- Kohn-Sham gap (alpha / beta): 7.84 / 8.07 eV
- LUMO (alpha / beta): -0.44 / -0.26 eV

Here are the Löwdin charges for atoms 1 to 2, given in e: number 1, Cr, carries 1.068; number 2, O, carries 0.133

=====

(3)
Below is a structure of composition C2H5BrOS, with properties calculated with ωB97M-V with the def2-TZVPD basis set.

```
10
Properties=species:S:1:pos:R:3
C 0.485 1.581 -0.460
C -1.543 -0.016 -0.165
O 1.191 -2.184 0.418
S -1.246 1.594 0.103
Br -3.283 -0.573 0.250
H 0.509 1.899 -1.499
H 0.860 0.566 -0.363
H 1.050 2.277 0.152
H 1.660 -2.566 1.163
H 0.317 -2.579 0.400
```

Results
- ΔE to the lowest compared entry with this formula, charge and spin: 50.0 kcal/mol
- E_HOMO: -8.56 eV
- Kohn-Sham gap: 8.40 eV
- LUMO: -0.16 eV

Here are the Löwdin charges for atoms 1 to 2, given in e: number 1, C, carries -0.370; number 2, C, carries -1.007

=====

(4)
Below is a structure of composition C16H32Cl2OP3Tl at a distorted geometry, with properties calculated with ωB97M-V with the def2-TZVPD basis set.

```
55
Properties=species:S:1:pos:R:3
C 1.197 -0.044 -6.218
C 0.872 0.270 -4.802
H 2.284 -0.047 -6.331
H 0.760 0.714 -6.881
H 0.797 -1.031 -6.483
O 1.673 0.508 -3.909
Cl -0.871 0.278 -4.474
Tl 0.852 0.043 -1.238
P -0.170 2.586 -0.364
C 0.852 3.895 0.406
C -0.107 3.177 -2.108
H -0.280 4.260 -2.095
H -1.980 4.190 -0.171
H -0.870 2.670 -2.710
H -2.571 2.514 -0.508
H 1.909 3.690 0.196
H 0.873 2.957 -2.550
C -1.873 3.126 0.073
H 0.577 4.861 -0.035
H -2.057 2.953 1.139
H 0.720 3.931 1.494
P 0.071 -2.560 0.052
C 1.187 -3.720 0.929
C -1.550 -3.273 0.552
H -0.554 -2.892 -2.290
H 0.021 -4.411 -1.504
H 1.199 -3.164 -2.044
C 0.197 -3.334 -1.624
H -2.325 -2.788 -0.052
H -1.534 -4.360 0.395
H 1.005 -4.740 0.566
H 1.019 -3.668 2.012
H -1.729 -3.038 1.609
H 2.230 -3.446 0.727
Cl -1.830 -0.296 -0.960
C 2.336 1.894 3.527
P 0.929 0.856 2.926
C 1.402 -0.789 3.588
C -0.343 1.267 4.195
C -0.725 0.455 5.280
C -1.649 0.932 6.220
C -2.227 2.195 6.071
C -1.934 2.959 4.928
C -0.996 2.506 3.997
H 3.228 1.636 2.945
H 2.506 1.685 4.588
H 2.112 2.954 3.390
H 1.837 -0.678 4.593
H 0.528 -1.458 3.642
H 2.144 -1.232 2.906
H -0.303 -0.541 5.424
H -1.914 0.316 7.081
H -2.908 2.590 6.833
H -2.432 3.923 4.775
H -0.762 3.124 3.119
```

Results
- ΔE to the lowest compared entry with this formula, charge and spin: 0.0 kcal/mol
- Net charge: +2
- E_HOMO (alpha / beta): -14.16 / -14.12 eV
- Kohn-Sham gap (alpha / beta): 5.10 / 4.17 eV
- LUMO (alpha / beta): -9.07 / -9.95 eV

Here are the Löwdin charges for atoms 1 to 2, given in e: number 1, C, carries -0.056; number 2, C, carries -0.806

=====

(5)
Below is the molecule C5H9NO at a distorted geometry, with properties calculated with ωB97M-V with the def2-TZVPD basis set.

```
16
Properties=species:S:1:pos:R:3
C 2.067 -0.621 0.322
C -1.451 1.225 0.458
C -1.054 -1.117 -0.485
C 0.993 0.352 -0.001
C -0.498 0.264 -0.206
N 0.423 0.759 -1.245
O 1.176 1.682 -0.255
H 2.305 -0.556 1.383
H 1.747 -1.633 0.088
H 2.959 -0.375 -0.252
H -1.814 0.801 1.393
H -0.952 2.170 0.664
H -0.377 -1.690 -1.114
H -1.219 -1.652 0.449
H -2.300 1.413 -0.198
H -2.006 -1.022 -1.002
```

Results
- ΔE to the lowest compared entry with this formula, charge and spin: 93.4 kcal/mol
- E_HOMO: -9.54 eV
- SMILES: CC1(C)N2O[C@]21C
- Kohn-Sham gap: 10.51 eV
- LUMO: 0.97 eV

Here are the Löwdin charges for atoms 1 to 2, given in e: number 1, C, carries 0.018; number 2, C, carries -0.021

=====

(6)
Below is a structure of composition C37H46Cl5IrO3Se, with properties calculated with ωB97M-V with the def2-TZVPD basis set.

```
93
Properties=species:S:1:pos:R:3
Ir 0.385 -0.821 -1.193
C 2.717 4.784 2.621
C 2.386 5.256 1.197
C 3.529 6.153 0.720
C 1.108 6.106 1.242
C 2.176 4.044 0.291
C 1.143 3.145 0.563
C 0.908 2.028 -0.209
Se -0.677 0.893 0.296
C -1.560 -0.917 1.075
C -2.211 -0.710 2.265
C -2.983 -1.703 2.877
C -3.078 -2.918 2.209
C -2.421 -3.186 1.003
C -1.600 -2.175 0.439
O -0.907 -2.389 -0.669
C -2.617 -4.525 0.286
C -1.287 -5.281 0.182
C -3.606 -5.447 1.007
C -3.170 -4.270 -1.126
C -3.683 -1.419 4.204
C -4.633 -0.223 4.048
C -4.505 -2.609 4.703
C -2.636 -1.084 5.277
C 1.756 1.735 -1.298
O 1.584 0.644 -2.015
C 2.811 2.630 -1.605
C 2.991 3.757 -0.801
C 3.739 2.330 -2.785
C 4.811 3.408 -2.973
C 4.464 0.995 -2.554
C 2.928 2.256 -4.089
H 2.824 5.636 3.302
H 3.650 4.217 2.626
H 1.932 4.133 3.007
H 3.628 7.011 1.391
H 3.345 6.531 -0.288
H 4.482 5.620 0.712
H 1.255 6.993 1.867
H 0.270 5.539 1.646
H 0.833 6.430 0.236
H 0.485 3.308 1.416
H -2.122 0.279 2.718
H -3.688 -3.699 2.640
H -0.894 -5.500 1.179
H -0.560 -4.679 -0.353
H -1.428 -6.229 -0.349
H -3.266 -5.704 2.013
H -3.705 -6.376 0.439
H -4.599 -4.996 1.087
H -2.490 -3.635 -1.691
H -4.139 -3.769 -1.065
H -3.304 -5.218 -1.659
H -5.381 -0.430 3.281
H -4.090 0.673 3.746
H -5.148 -0.010 4.991
H -5.287 -2.881 3.991
H -4.985 -2.352 5.652
H -3.878 -3.487 4.868
H -2.025 -0.235 4.972
H -1.968 -1.934 5.433
H -3.118 -0.839 6.231
H 3.806 4.428 -1.034
H 5.460 3.495 -2.098
H 4.370 4.388 -3.171
H 5.438 3.143 -3.829
H 5.085 1.055 -1.656
H 5.116 0.767 -3.405
H 3.745 0.188 -2.430
H 2.437 3.214 -4.281
H 2.166 1.483 -4.022
H 3.592 2.035 -4.932
Cl 1.285 -2.370 -3.796
C -0.189 -1.480 -4.143
C -0.770 -0.744 -3.110
C -1.980 -0.150 -3.484
Cl -2.914 0.712 -2.299
C -2.525 -0.229 -4.767
Cl -4.024 0.554 -5.164
C -1.869 -0.950 -5.759
Cl -2.528 -1.060 -7.359
C -0.685 -1.599 -5.438
Cl 0.126 -2.536 -6.652
C 2.042 -3.406 -0.700
O 2.204 -2.439 0.334
C 1.570 -1.247 0.238
C 2.055 -0.455 1.424
H 2.305 -4.362 -0.248
H 2.728 -3.171 -1.516
H 1.018 -3.420 -1.063
H 2.781 -1.023 2.006
H 1.179 -0.202 2.029
H 2.480 0.495 1.098
```

Results
- ΔE to the lowest compared entry with this formula, charge and spin: 35.4 kcal/mol
- Net charge: -2
- E_HOMO (alpha / beta): -0.30 / -0.32 eV
- Kohn-Sham gap (alpha / beta): 4.42 / 4.44 eV
- LUMO (alpha / beta): 4.12 / 4.12 eV

Here are the Löwdin charges for atoms 1 to 2, given in e: number 1, Ir, carries 1.033; number 2, C, carries -0.060

=====

(7)
Below is the molecule C20H23NO5, with properties calculated with ωB97M-V with the def2-TZVPD basis set.

```
49
Properties=species:S:1:pos:R:3
C -0.621 -0.471 3.068
H 0.150 -0.467 2.292
O -1.674 0.409 2.757
C -2.373 0.300 1.603
C -3.379 1.265 1.461
C -4.148 1.316 0.324
C -3.944 0.418 -0.714
C -2.953 -0.542 -0.594
C -2.159 -0.610 0.570
C -1.187 -1.744 0.581
O -1.291 -2.740 1.247
O -0.202 -1.532 -0.307
C 0.716 -2.593 -0.526
H 0.342 -3.511 -0.058
H 0.788 -2.748 -1.607
C 2.118 -2.311 0.019
O 2.974 -3.169 0.013
N 2.288 -1.067 0.502
H 1.567 -0.381 0.327
C 3.580 -0.587 0.936
C 4.267 0.284 -0.120
H 5.335 0.324 0.104
H 4.148 -0.194 -1.094
C 3.725 1.718 -0.164
C 2.250 1.781 -0.444
C 1.356 2.192 0.539
C -0.003 2.252 0.280
C -0.489 1.890 -0.964
C 0.391 1.469 -1.947
C 1.749 1.421 -1.691
H 2.432 1.106 -2.467
H 0.018 1.185 -2.920
H -1.548 1.942 -1.163
H -0.683 2.584 1.050
H 1.729 2.477 1.513
H 3.935 2.206 0.790
H 4.262 2.265 -0.944
H 4.183 -1.477 1.129
H 3.456 -0.028 1.868
O -2.673 -1.485 -1.533
C -3.426 -1.498 -2.722
H -4.488 -1.671 -2.524
H -3.031 -2.326 -3.309
H -3.306 -0.566 -3.284
H -4.560 0.476 -1.596
H -4.921 2.064 0.232
H -3.527 1.959 2.272
H -0.976 -1.493 3.221
H -0.196 -0.091 3.997
```

Results
- ΔE to the lowest compared entry with this formula, charge and spin: 26.9 kcal/mol
- E_HOMO: -8.64 eV
- SMILES: COc1cccc(OC)c1C(=O)OCC(=O)NCCCc1ccccc1
- Kohn-Sham gap: 9.30 eV
- LUMO: 0.65 eV

Here are the Löwdin charges for atoms 1 to 2, given in e: number 1, C, carries -0.049; number 2, H, carries 0.085

=====

(8)
Below is a structure of composition C6H8LiO6Zn at a distorted geometry, with properties calculated with ωB97M-V with the def2-TZVPD basis set.

```
22
Properties=species:S:1:pos:R:3
O -1.426 0.079 0.726
C -1.821 -0.655 -0.361
C -2.214 1.296 0.827
O -1.592 -1.841 -0.431
O -2.832 -0.072 -0.956
C -3.040 1.262 -0.456
H -1.534 2.152 0.874
H -2.814 1.215 1.738
H -2.670 1.963 -1.213
H -4.110 1.407 -0.288
Zn 0.507 -0.037 1.445
O 1.078 1.519 0.486
O 2.160 0.613 -1.212
C 2.975 -0.189 -0.332
C 2.401 -1.574 -0.066
O 1.205 -1.590 0.666
C 1.205 1.464 -0.777
H 3.932 -0.303 -0.856
H 3.163 0.346 0.612
H 3.173 -2.160 0.464
H 2.305 -2.074 -1.048
Li -0.051 -2.822 0.159
```

Results
- ΔE to the lowest compared entry with this formula, charge and spin: 0.0 kcal/mol
- Net charge: +1
- E_HOMO (alpha / beta): -11.03 / -11.03 eV
- Kohn-Sham gap (alpha / beta): 5.96 / 5.96 eV
- LUMO (alpha / beta): -5.07 / -5.07 eV

Here are the Löwdin charges for atoms 1 to 2, given in e: number 1, O, carries -0.062; number 2, C, carries -0.515

=====

(9)
Below is a cluster of 6 separate species, C30H61BN3O8S in total at a distorted geometry, with properties calculated with ωB97M-V with the def2-TZVPD basis set.

```
104
Properties=species:S:1:pos:R:3
C 2.939 -4.681 7.146
C 4.133 -5.780 6.913
C 3.949 -6.531 5.497
C 5.217 -6.401 4.507
N 5.642 -4.994 4.226
B 5.160 -4.489 2.872
O 5.855 -3.170 2.750
C 4.998 -2.010 2.822
N 5.156 -1.049 3.967
C 5.604 -1.672 5.046
O 5.572 -2.175 6.203
C 3.515 -2.651 2.645
N 2.750 -2.128 1.471
C 2.458 -2.499 3.904
S 1.370 -4.047 3.834
C -0.220 -3.585 2.923
C -1.076 -2.678 3.990
O 3.749 -4.098 2.693
H 2.625 -4.738 8.260
H 3.354 -3.617 6.969
H 2.041 -4.922 6.461
H 3.969 -6.591 7.732
H 5.174 -5.308 7.044
H 3.035 -6.122 4.939
H 3.726 -7.656 5.692
H 5.003 -7.035 3.572
H 6.102 -6.930 5.054
H 6.684 -5.028 4.197
H 5.472 -5.071 1.878
H 5.360 -1.365 1.922
H 2.201 -2.893 1.022
H 3.389 -1.787 0.721
H 3.030 -2.605 4.909
H 1.841 -1.533 3.837
H 0.046 -3.012 1.968
H -0.762 -4.586 2.720
H -1.422 -3.437 4.798
H -0.364 -1.911 4.469
H -1.944 -2.214 3.402
C -6.203 -1.239 2.594
C -5.738 -1.171 1.157
C -4.235 -1.293 1.306
O -3.997 -2.093 2.473
C -5.229 -2.233 3.194
H -7.246 -1.544 2.704
H -6.080 -0.260 3.070
H -6.130 -2.029 0.600
H -6.042 -0.259 0.639
H -3.771 -0.315 1.469
H -3.765 -1.761 0.438
H -5.579 -3.262 3.061
H -5.054 -2.059 4.258
C -7.224 3.454 -2.383
C -7.528 3.880 -0.965
C -7.691 2.546 -0.263
O -6.840 1.613 -0.943
C -6.387 2.209 -2.166
H -6.709 4.216 -2.970
H -8.154 3.194 -2.900
H -6.671 4.419 -0.548
H -8.409 4.519 -0.876
H -8.720 2.180 -0.340
H -7.415 2.592 0.793
H -5.328 2.460 -2.043
H -6.483 1.491 -2.983
C 0.362 1.610 -1.466
C 1.269 1.269 -0.305
C 0.395 0.346 0.519
O -0.473 -0.334 -0.400
C -0.379 0.305 -1.680
H 0.895 1.948 -2.356
H -0.342 2.395 -1.168
H 2.148 0.726 -0.669
H 1.615 2.141 0.254
H -0.233 0.912 1.217
H 0.976 -0.385 1.087
H 0.178 -0.362 -2.347
H -1.381 0.453 -2.092
C 3.987 4.074 -5.591
C 3.807 2.665 -6.108
C 3.118 1.986 -4.942
O 2.340 2.990 -4.277
C 2.720 4.277 -4.784
H 4.115 4.819 -6.378
H 4.861 4.118 -4.932
H 3.145 2.673 -6.981
H 4.742 2.179 -6.393
H 3.846 1.595 -4.223
H 2.467 1.167 -5.259
H 1.904 4.643 -5.415
H 2.859 4.974 -3.954
C -1.794 6.430 -6.766
C -1.330 6.521 -8.201
C 0.177 6.442 -8.050
O 0.437 5.643 -6.888
C -0.792 5.462 -6.170
H -2.827 6.092 -6.658
H -1.701 7.408 -6.283
H -1.694 5.655 -8.764
H -1.660 7.426 -8.714
H 0.611 7.433 -7.880
H 0.662 5.994 -8.921
H -1.111 4.424 -6.310
H -0.624 5.634 -5.105
```

Results
- Net charge: -1
- E_HOMO: -4.25 eV
- Kohn-Sham gap: 5.84 eV
- LUMO: 1.59 eV

Here are the Löwdin charges for atoms 1 to 2, given in e: number 1, C, carries -0.135; number 2, C, carries -0.243